(1)
Here is a cluster of 6 separate species, C6H19O7 in total in a non-equilibrium geometry from the Open Molecules 2025 dataset. Energies are from the ωB97M-V functional and the def2-TZVPD basis.

Last columns: bonded neighbours and bond lengths (Å).
Positions of all 32 atoms, in Å:
1 O 0.5928 -1.2555 -0.0265  C2 1.235
2 C -0.3665 -0.5832 0.3635  O1 1.235, O3 1.235, C4 1.601
3 O -1.5714 -0.8294 0.2474  C2 1.235
4 C -0.0092 0.6376 1.3365  C2 1.601, C5 1.595, H9 1.135, H10 1.086
5 C 0.2627 2.0967 0.7520  C4 1.595, C6 1.519, H11 1.104, H12 1.099
6 C -0.1738 2.2945 -0.6892  C5 1.519, C7 1.364, C8 1.510
7 C 0.5032 1.5714 -1.6272  C6 1.364, H13 1.096, H14 1.111
8 C -1.2415 3.3328 -0.9402  C6 1.510, H15 1.116, H16 1.117, H17 1.065
9 H 0.9551 0.2903 1.8235  C4 1.135
10 H -0.7232 0.7725 2.1439  C4 1.086
11 H 1.3132 2.3496 0.9766  C5 1.104
12 H -0.4015 2.7724 1.3094  C5 1.099
13 H 1.2141 0.8415 -1.2243  C7 1.096
14 H 0.1771 1.7297 -2.6770  C7 1.111
15 H -1.6529 3.7947 -0.0109  C8 1.116
16 H -2.1122 2.7000 -1.2377  C8 1.117
17 H -0.9107 3.9778 -1.7205  C8 1.065
18 H -3.0865 0.5613 -2.3226  O20 0.986
19 H -3.4530 -0.7434 -3.0776  O20 0.995
20 O -3.6421 0.2331 -3.0680  H18 0.986, H19 0.995
21 H 1.6747 -3.7576 0.2028  O23 0.966
22 H 1.2556 -2.5835 -0.6050  O23 1.015
23 O 1.7275 -3.4743 -0.7197  H21 0.966, H22 1.015
24 H 3.4104 -1.1533 0.0936  O26 0.967
25 H 2.3974 -1.0151 1.2575  O26 0.992
26 O 3.2439 -0.6432 0.8978  H24 0.967, H25 0.992
27 H -1.5070 -3.5705 -1.3837  O29 0.951
28 H -1.9250 -2.3464 -0.3942  O29 0.992
29 O -2.1778 -3.2094 -0.8141  H27 0.951, H28 0.992
30 H 1.3222 -1.7291 3.8238  O32 0.952
31 H 2.6847 -1.5240 3.2298  O32 0.970
32 O 2.2193 -1.5380 4.0801  H30 0.952, H31 0.970

* HOMO: -0.216 hartree
* net charge: -1
* energy relative to the best compared isomer or geometry (same formula, charge and spin): 87.0 kJ/mol
* E_LUMO: 3.17 eV

Atomic partial charges in e from the Mulliken method, atoms 1 to 5: atom 1 (O): -0.7683, atom 2 (C): 0.5253, atom 3 (O): -0.8923, atom 4 (C): -0.2301, atom 5 (C): -0.8760

=====

(2)
Here is a cluster of 2 separate species, C6H6N4S in total in a non-equilibrium geometry from the Open Molecules 2025 dataset. Energies are from the ωB97M-V functional and the def2-TZVPD basis.

Last columns: bonded neighbours and bond lengths (Å).
Positions of all 17 atoms, in Å:
1 S -1.7674 -1.8822 -0.2307  C2 1.632
2 C -2.7786 -0.6120 -0.0659  S1 1.632, C3 1.468, N6 1.447
3 C -4.1268 -0.5405 0.5094  C2 1.468, N4 1.286, H7 1.143
4 N -4.5297 0.6812 0.5032  C3 1.286, C5 1.352
5 C -3.5386 1.4074 -0.0610  N4 1.352, N6 1.277, H8 1.037
6 N -2.5093 0.7576 -0.4461  C2 1.447, C5 1.277
7 H -4.6420 -1.3447 1.1367  C3 1.143
8 H -3.6263 2.4276 -0.2270  C5 1.037
9 C 2.9131 -0.4970 0.7042  C10 1.428, C13 1.397, H14 1.131
10 C 2.4966 -1.6919 0.0419  C9 1.428, N11 1.312, H15 1.103
11 N 1.3547 -1.4831 -0.5685  C10 1.312, N12 1.343
12 N 1.0640 -0.1866 -0.3757  N11 1.343, C13 1.377, H16 1.046
13 C 1.9575 0.4843 0.4288  C9 1.397, N12 1.377, H17 1.080
14 H 3.9252 -0.3671 1.1925  C9 1.131
15 H 3.0005 -2.6702 -0.0377  C10 1.103
16 H 0.0919 0.0118 -0.7058  N12 1.046
17 H 1.8427 1.4031 0.9854  C13 1.080

* HOMO: -0.335 hartree
* net charge: 0
* energy relative to the best compared isomer or geometry (same formula, charge and spin): 340.0 kJ/mol
* E_LUMO: -2.58 eV
* SMILES: S=C1C=NC=N1.c1cn[nH]c1

Atomic partial charges in e from the Mulliken method, atoms 1 to 5: atom 1 (S): -0.1899, atom 2 (C): 0.3663, atom 3 (C): -0.0123, atom 4 (N): -0.4958, atom 5 (C): -0.0778

=====

(3)
Here is a cluster of 2 separate species, C33H40N2O6 in total in a non-equilibrium geometry from the Open Molecules 2025 dataset. Energies are from the ωB97M-V functional and the def2-TZVPD basis.

Last columns: bonded neighbours and bond lengths (Å).
Positions of all 81 atoms, in Å:
1 C 3.4183 -0.6269 -7.1548  C2 1.504, H17 1.093, H18 1.094, H19 1.095
2 C 2.2186 -1.1711 -6.4293  C1 1.504, O3 1.442, H20 1.101, H21 1.098
3 O 2.6541 -1.5026 -5.0949  C2 1.442, C4 1.354
4 C 1.7308 -2.2074 -4.3989  O3 1.354, C5 1.459, O16 1.220
5 C 2.2505 -2.5998 -3.0934  C4 1.459, C6 1.448, C11 1.465
6 C 1.2800 -2.7262 -2.0259  C5 1.448, O7 1.228, O8 1.352
7 O 0.2625 -2.0443 -1.9320  C6 1.228
8 O 1.6756 -3.6338 -1.1056  C6 1.352, C9 1.456
9 C 0.7127 -3.9616 -0.0637  O8 1.456, C10 1.502, H22 1.096, H23 1.098
10 C 1.5166 -4.2495 1.1725  C9 1.502, H24 1.093, H25 1.096, H26 1.097
11 C 3.6453 -3.0446 -3.0434  C5 1.465, O12 1.225, O13 1.352
12 O 4.2608 -3.4440 -4.0240  C11 1.225
13 O 4.1643 -3.0158 -1.7955  C11 1.352, C14 1.449
14 C 5.5389 -3.4699 -1.7252  O13 1.449, C15 1.503, H27 1.096, H28 1.099
15 C 5.8230 -3.7473 -0.2756  C14 1.503, H29 1.092, H30 1.095, H31 1.096
16 O 0.6405 -2.5273 -4.8441  C4 1.220
17 H 3.1310 -0.3206 -8.1636  C1 1.093
18 H 3.8478 0.2319 -6.6301  C1 1.094
19 H 4.1865 -1.4032 -7.2378  C1 1.095
20 H 1.4122 -0.4225 -6.3820  C2 1.101
21 H 1.8588 -2.0813 -6.9279  C2 1.098
22 H 0.0275 -3.1215 0.0997  C9 1.096
23 H 0.1583 -4.8452 -0.4059  C9 1.098
24 H 0.8579 -4.4005 2.0311  C10 1.093
25 H 2.1190 -5.1532 1.0247  C10 1.096
26 H 2.1889 -3.4100 1.3886  C10 1.097
27 H 5.6626 -4.3799 -2.3240  C14 1.096
28 H 6.1948 -2.6804 -2.1169  C14 1.099
29 H 6.8543 -4.0864 -0.1608  C15 1.092
30 H 5.6700 -2.8448 0.3254  C15 1.095
31 H 5.1560 -4.5351 0.0938  C15 1.096
32 C 0.1379 4.1837 5.4682  C33 1.527, C56 1.541, H57 1.093, H58 1.096
33 C 1.2326 3.3319 6.1077  C32 1.527, N34 1.440, H59 1.098, H60 1.106
34 N 1.7374 2.3798 5.1528  C33 1.440, C35 1.449, C55 1.350
35 C 2.9761 1.6464 5.3199  N34 1.449, C36 1.550, H61 1.099, H62 1.102
36 C 2.9967 0.6738 4.1137  C35 1.550, C37 1.493, H63 1.096, H64 1.096
37 C 1.6775 0.8731 3.4438  C36 1.493, C38 1.376, C55 1.409
38 C 1.0689 0.2796 2.3622  C37 1.376, C39 1.444, H65 1.092
39 C -0.2624 0.6783 1.9700  C38 1.444, C40 1.417, C53 1.438
40 C -0.8060 0.1540 0.7712  C39 1.417, C41 1.418, H66 1.092
41 C -1.9925 0.5625 0.1116  C40 1.418, C42 1.443, C50 1.434
42 C -2.6000 -0.3227 -0.8519  C41 1.443, C43 1.375, H67 1.091
43 C -3.8268 -0.0152 -1.3902  C42 1.375, C44 1.410, C52 1.494
44 C -4.4442 1.2001 -1.0308  C43 1.410, N45 1.351, C49 1.403
45 N -5.6059 1.3802 -1.6959  C44 1.351, C46 1.440, C51 1.450
46 C -6.3262 2.6275 -1.6781  N45 1.440, C47 1.528, H68 1.107, H69 1.098
47 C -6.0915 3.3509 -0.3532  C46 1.528, C48 1.539, H70 1.093, H71 1.096
48 C -4.6123 3.4214 0.0677  C47 1.539, C49 1.497, H72 1.101, H73 1.096
49 C -3.8614 2.1498 -0.1790  C44 1.403, C48 1.497, C50 1.389
50 C -2.6010 1.8445 0.3183  C41 1.434, C49 1.389, H74 1.090
51 C -5.8366 0.3333 -2.6729  N45 1.450, C52 1.550, H75 1.099, H76 1.102
52 C -4.7013 -0.6855 -2.3988  C43 1.494, C51 1.550, H77 1.096, H78 1.097
53 C -0.9691 1.5784 2.8415  C39 1.438, C54 1.390, H79 1.090
54 C -0.3260 2.2756 3.8582  C53 1.390, C55 1.403, C56 1.499
55 C 0.9900 1.8834 4.1443  N34 1.350, C37 1.409, C54 1.403
56 C -0.9178 3.3659 4.6993  C32 1.541, C54 1.499, H80 1.101, H81 1.096
57 H -0.3503 4.7715 6.2503  C32 1.093
58 H 0.6124 4.8891 4.7758  C32 1.096
59 H 2.0678 3.9577 6.4500  C33 1.098
60 H 0.8313 2.8092 6.9963  C33 1.106
61 H 3.8382 2.3288 5.3259  C35 1.099
62 H 2.9754 1.0997 6.2767  C35 1.102
63 H 3.8284 0.9221 3.4449  C36 1.096
64 H 3.1287 -0.3583 4.4580  C36 1.096
65 H 1.6037 -0.4728 1.7796  C38 1.092
66 H -0.2531 -0.6584 0.2952  C40 1.092
67 H -2.0807 -1.2372 -1.1419  C42 1.091
68 H -6.0029 3.2706 -2.5189  C46 1.107
69 H -7.3932 2.4148 -1.8249  C46 1.098
70 H -6.4981 4.3630 -0.4298  C47 1.093
71 H -6.6550 2.8279 0.4281  C47 1.096
72 H -4.1277 4.2549 -0.4632  C48 1.101
73 H -4.5611 3.6626 1.1360  C48 1.096
74 H -2.0591 2.6143 0.8668  C50 1.090
75 H -6.8376 -0.1034 -2.5489  C51 1.099
76 H -5.7738 0.7379 -3.6963  C51 1.102
77 H -4.1582 -0.9195 -3.3210  C52 1.096
78 H -5.1266 -1.6159 -2.0038  C52 1.097
79 H -2.0410 1.7252 2.7124  C53 1.090
80 H -1.6359 2.9450 5.4197  C56 1.101
81 H -1.4854 4.0455 4.0531  C56 1.096

* HOMO: -0.199 hartree
* net charge: 0
* energy relative to the best compared isomer or geometry (same formula, charge and spin): 69.7 kJ/mol
* E_LUMO: -1.98 eV

Atomic partial charges in e from the Mulliken method, atoms 1 to 5: atom 1 (C): -1.2050, atom 2 (C): -0.1971, atom 3 (O): -0.2165, atom 4 (C): 0.1790, atom 5 (C): 0.2836